(1)
Computed, not measured: 10 unconnected molecules or ions with the total composition C45H105F6N3O21P at a distorted geometry, with wB97M-V/def2-TZVPD.

Structure (XYZ):
```
181
Properties=species:S:1:pos:R:3:forces:R:3:mulliken_charge:R:1
P -13.006 -18.057 10.710 -0.7 0.4 0.0 1.269
F -11.919 -18.873 11.658 -0.4 -0.1 -1.4 -0.364
F -13.566 -17.428 12.083 0.8 1.3 0.4 -0.355
F -11.861 -16.926 10.367 -0.7 -0.4 0.9 -0.376
F -14.122 -17.178 9.924 0.3 0.6 -0.5 -0.394
F -12.610 -18.771 9.300 0.4 -0.5 0.7 -0.393
F -14.175 -19.154 10.925 0.4 -1.5 -0.1 -0.395
C -13.401 -19.828 20.040 0.3 -1.2 0.4 -0.689
O -13.269 -21.176 19.508 -0.3 0.7 -0.6 -0.305
C -14.498 -21.891 19.218 0.3 0.6 0.3 -0.739
C -15.294 -21.321 18.043 0.0 -0.3 -0.6 -0.024
O -14.556 -21.634 16.886 1.1 -0.7 -1.5 -0.270
C -15.007 -21.290 15.571 -1.3 1.3 0.2 -0.573
C -16.304 -21.979 14.982 0.5 -1.4 2.1 -0.593
O -17.542 -21.659 15.663 -1.3 2.2 -0.8 -0.270
C -18.829 -21.987 15.077 0.8 -1.8 -0.2 -0.869
H -12.427 -19.370 20.210 0.4 -0.6 -0.5 0.265
H -13.776 -19.923 21.059 -0.7 0.3 0.0 0.326
H -13.927 -19.093 19.430 -0.5 -0.4 -0.1 0.227
H -15.043 -21.987 20.157 -0.6 0.5 0.0 0.405
H -14.274 -22.929 18.972 0.7 0.2 -0.2 0.289
H -15.416 -20.242 18.139 -0.2 0.2 0.0 0.089
H -16.250 -21.810 17.856 -0.5 0.2 1.0 0.307
H -14.197 -21.381 14.847 0.2 -1.1 0.3 0.376
H -15.058 -20.204 15.508 -0.8 0.4 0.3 0.331
H -16.271 -23.011 15.329 1.0 -0.6 -0.7 0.283
H -16.247 -21.973 13.893 -0.6 0.5 0.0 0.503
H -18.980 -23.062 15.172 0.1 -0.5 0.5 0.331
H -18.986 -21.930 14.000 0.7 1.1 -0.3 0.335
H -19.714 -21.577 15.564 0.7 0.7 0.4 0.265
C -14.114 -26.150 8.582 -1.0 1.3 -1.0 -0.682
O -13.613 -25.299 7.525 -0.3 -0.1 0.4 -0.338
C -13.841 -23.878 7.611 -0.4 0.0 -1.1 -0.618
C -14.190 -23.203 6.211 1.1 -1.4 1.7 -0.443
O -15.476 -23.554 5.667 0.7 0.6 0.1 -0.344
C -16.080 -22.535 4.814 2.3 -1.1 0.6 -0.469
C -16.580 -21.449 5.653 -2.5 0.4 0.1 -0.273
O -17.339 -20.651 4.724 0.5 1.3 1.5 -0.332
C -18.175 -19.701 5.419 -0.4 -0.4 -1.8 -0.763
H -13.686 -27.147 8.470 0.2 0.3 0.1 0.224
H -15.192 -26.210 8.435 -0.3 -0.4 -0.1 0.294
H -14.040 -25.720 9.580 0.8 0.0 0.1 0.303
H -12.869 -23.475 7.897 -0.1 0.5 0.1 0.329
H -14.587 -23.538 8.328 -0.2 -0.6 0.3 0.421
H -13.303 -23.496 5.650 -0.4 -0.5 -1.2 0.269
H -13.933 -22.164 6.416 -1.0 0.5 -0.1 0.382
H -16.900 -22.957 4.233 0.4 -0.2 0.0 0.297
H -15.277 -22.117 4.206 -0.2 -0.2 -0.7 0.286
H -15.837 -20.963 6.284 0.1 0.5 -0.4 0.323
H -17.338 -21.875 6.310 0.1 -0.2 0.6 0.250
H -17.674 -18.898 5.959 0.3 -0.4 0.3 0.295
H -18.952 -20.222 5.977 0.3 0.0 0.6 0.332
H -18.723 -19.223 4.607 0.0 0.2 0.0 0.259
C -7.923 -18.986 7.085 0.3 -1.5 0.2 -0.711
O -6.688 -19.387 6.449 -0.2 1.5 -0.7 -0.379
C -5.880 -20.348 7.077 0.0 0.7 1.8 -0.616
C -5.140 -19.806 8.384 -0.7 -0.3 -2.2 -0.370
O -4.053 -18.957 7.951 -0.3 0.2 1.0 -0.428
C -4.520 -17.785 7.246 -0.2 -0.9 -0.9 0.166
C -3.538 -16.637 7.231 -1.0 1.5 2.8 -0.784
O -3.887 -15.503 6.359 2.5 -3.2 -0.6 -0.305
C -2.939 -15.568 5.260 -2.0 1.9 -0.7 -0.704
H -7.947 -19.307 8.126 0.0 0.0 0.1 0.305
H -8.731 -19.512 6.575 -0.2 0.0 0.0 0.278
H -8.169 -17.925 7.084 0.7 0.1 -0.4 0.270
H -5.007 -20.602 6.476 -0.5 -0.1 -0.7 0.314
H -6.549 -21.193 7.243 0.5 -0.6 0.5 0.453
H -4.752 -20.688 8.894 0.4 0.3 0.1 0.359
H -5.884 -19.306 9.005 0.3 0.4 0.3 0.349
H -5.481 -17.509 7.681 -0.1 0.2 -0.4 0.147
H -4.594 -18.123 6.212 -0.8 0.3 -0.2 0.126
H -2.540 -17.075 7.262 0.4 0.5 -1.0 0.394
H -3.623 -16.089 8.169 0.2 -0.5 0.6 0.298
H -3.425 -14.833 4.618 0.4 0.0 -0.7 0.269
H -2.924 -16.507 4.707 0.1 -0.2 0.4 0.301
H -1.948 -15.162 5.464 0.1 -0.4 0.5 0.269
C -18.712 -15.663 11.665 0.4 -1.2 -0.1 -0.773
O -18.880 -14.297 11.609 -0.3 1.7 -1.0 -0.327
C -18.626 -13.773 10.269 1.0 -0.2 1.8 -0.588
C -18.489 -12.233 10.315 -0.6 1.0 -0.2 -0.421
O -17.583 -11.633 11.269 -0.3 0.1 0.4 -0.320
C -16.944 -10.361 10.883 -0.1 -2.0 0.8 -0.753
C -17.819 -9.117 10.838 -1.1 -0.7 -1.4 -0.314
O -18.958 -9.450 10.003 -0.7 1.4 0.2 -0.274
C -20.030 -8.506 10.157 -0.2 -0.1 0.3 -0.863
H -18.840 -16.180 10.714 0.0 0.2 -0.5 0.343
H -19.458 -16.150 12.292 0.1 0.3 0.5 0.286
H -17.691 -15.882 11.980 0.0 -0.3 0.3 0.257
H -19.433 -14.197 9.672 -0.3 0.9 -0.5 0.352
H -17.724 -14.242 9.875 0.4 0.1 0.1 0.379
H -19.478 -11.806 10.477 -0.2 -0.1 0.3 0.195
H -18.206 -11.794 9.358 0.0 -0.6 -0.5 0.442
H -16.388 -10.688 10.004 -0.1 1.1 -0.6 0.381
H -16.196 -10.214 11.662 0.0 0.0 0.0 0.326
H -17.316 -8.267 10.376 0.5 0.0 -0.1 0.345
H -18.170 -8.747 11.801 0.0 -0.5 0.4 0.383
H -20.858 -8.635 9.461 0.4 -0.7 -0.4 0.275
H -19.784 -7.451 10.037 0.8 0.1 -0.1 0.319
H -20.502 -8.577 11.137 0.2 -0.2 0.4 0.344
C -3.553 -11.625 18.653 -0.4 -0.9 -0.2 -0.710
O -3.018 -12.780 17.936 0.0 2.4 -0.3 -0.323
C -2.198 -12.371 16.820 -0.2 -1.3 -1.3 -0.722
C -2.865 -11.781 15.483 -0.8 -0.6 1.3 -0.347
O -3.580 -12.666 14.612 0.4 -0.5 1.1 -0.324
C -4.486 -13.622 15.251 1.0 0.8 -1.8 -0.319
C -4.986 -14.491 14.078 -2.3 -0.2 0.5 -0.570
O -6.217 -13.917 13.556 -0.1 0.1 -0.6 -0.309
C -6.709 -14.383 12.272 1.1 0.3 0.3 -0.764
H -3.966 -10.854 18.002 -0.3 -0.3 -0.3 0.291
H -2.894 -11.063 19.314 0.9 -0.5 0.0 0.305
H -4.328 -12.052 19.289 -0.1 0.2 -0.1 0.244
H -1.740 -13.302 16.487 0.1 -0.2 0.0 0.349
H -1.352 -11.778 17.168 -0.2 0.6 0.0 0.448
H -2.082 -11.381 14.838 0.1 0.2 0.3 0.318
H -3.580 -11.019 15.793 0.1 0.5 -0.1 0.266
H -5.296 -13.080 15.739 -0.3 -0.1 -0.1 0.291
H -3.918 -14.165 16.006 -0.2 -0.3 -0.1 0.322
H -5.351 -15.435 14.481 0.6 -0.5 0.2 0.311
H -4.272 -14.682 13.277 0.3 0.3 0.2 0.347
H -6.011 -14.053 11.503 0.0 0.3 -0.2 0.321
H -7.696 -13.972 12.060 0.2 0.2 0.5 0.290
H -6.780 -15.458 12.112 0.0 -0.3 0.7 0.280
C -8.760 -25.708 11.868 -0.2 0.3 -0.7 -0.777
O -9.503 -24.604 12.301 0.8 0.9 0.1 -0.246
C -9.614 -24.601 13.725 -1.9 0.9 -1.3 -0.571
C -10.070 -23.202 14.174 1.5 -0.6 1.3 -0.710
O -8.873 -22.419 14.325 -2.1 -0.1 -0.3 -0.322
C -8.433 -21.803 13.133 1.7 0.8 1.7 -0.343
C -7.847 -20.433 13.584 -1.0 0.9 -2.4 -0.658
O -6.693 -20.349 14.344 1.5 1.2 -1.6 -0.397
C -6.866 -20.661 15.656 -1.1 -2.1 1.4 -0.423
H -9.404 -26.583 11.962 0.3 -0.5 -0.2 0.292
H -7.814 -25.845 12.393 0.0 0.0 0.5 0.326
H -8.475 -25.493 10.838 -0.3 -0.4 -0.2 0.250
H -8.631 -24.860 14.119 -0.3 -0.1 0.7 0.390
H -10.453 -25.283 13.861 0.3 -0.6 1.1 0.390
H -10.485 -23.200 15.182 0.1 -0.6 0.2 0.353
H -10.894 -22.766 13.610 0.5 0.1 -0.8 0.421
H -9.189 -21.716 12.353 -0.1 0.2 0.2 0.497
H -7.603 -22.422 12.790 0.1 0.1 -0.6 0.186
H -8.583 -19.724 13.962 -0.6 -0.5 0.6 0.297
H -7.624 -19.930 12.643 0.5 0.0 -0.3 0.433
H -7.738 -20.202 16.122 -0.3 0.3 -0.1 0.128
H -6.044 -20.483 16.349 0.5 0.2 -0.7 0.293
H -7.078 -21.726 15.557 0.0 -0.4 1.5 0.194
C -11.999 -12.355 9.689 0.6 0.6 0.5 0.272
O -11.805 -11.769 10.744 -0.7 -0.6 -0.3 -0.661
N -11.244 -12.108 8.603 -0.1 0.3 -0.3 0.066
C -11.344 -13.036 7.408 1.7 0.7 1.5 -0.808
C -10.082 -11.144 8.749 -0.9 -0.9 -2.4 -0.889
H -12.754 -13.123 9.463 -0.2 0.0 0.6 0.253
H -11.400 -12.574 6.422 -0.1 0.5 0.3 0.251
H -12.131 -13.785 7.496 0.0 0.3 0.4 0.282
H -10.376 -13.525 7.510 -0.1 -0.6 -0.8 0.324
H -10.251 -10.528 7.866 0.5 0.5 -0.1 0.357
H -9.966 -10.466 9.594 -0.8 -0.8 0.3 0.273
H -9.166 -11.701 8.549 0.2 0.0 0.3 0.284
C -10.395 -15.813 15.239 0.5 1.2 0.7 0.131
O -10.107 -14.619 15.163 -0.4 -1.7 0.0 -0.648
N -10.228 -16.574 16.363 1.9 0.3 1.3 0.208
C -9.823 -16.081 17.698 0.1 0.8 -1.1 -0.984
C -10.740 -17.874 16.521 -3.0 -1.3 -0.7 -1.331
H -10.829 -16.430 14.437 0.1 0.3 -0.2 0.417
H -9.375 -15.094 17.577 -0.3 0.1 0.1 0.318
H -9.078 -16.705 18.192 0.1 -0.4 -0.4 0.307
H -10.694 -16.074 18.352 -0.1 0.3 0.0 0.328
H -10.257 -18.564 17.213 0.4 0.4 -0.1 0.330
H -11.770 -17.715 16.840 -0.4 -0.3 1.2 0.528
H -11.056 -18.429 15.637 1.1 0.1 -0.7 0.391
C -15.454 -14.511 15.358 1.9 1.2 -0.6 0.488
O -14.422 -13.880 15.124 -1.4 -0.6 -0.3 -0.684
N -15.887 -14.713 16.598 -2.7 -0.7 0.5 0.148
C -17.008 -15.692 16.813 1.5 0.5 0.5 -0.809
C -15.368 -14.008 17.739 0.4 -1.0 0.7 -0.939
H -16.145 -14.964 14.630 0.5 0.0 -0.4 0.095
H -17.392 -16.079 15.869 -0.1 0.5 0.0 0.237
H -17.763 -15.278 17.482 -0.2 0.2 -0.4 0.307
H -16.611 -16.569 17.324 0.1 -0.1 0.2 0.271
H -14.722 -13.156 17.531 -0.2 -0.3 -0.5 0.305
H -16.160 -13.695 18.419 -0.3 0.1 -0.2 0.292
H -14.797 -14.768 18.272 0.4 0.3 0.5 0.300
```
Positions in Å, forces in eV/Å.

As for the frontier orbital gap: 8.8 eV. As for the total charge: -1. The total energy comes out at -121419.030 eV.

---

(2)
Computed, not measured: 7 unconnected molecules or ions with the total composition H14O7 at a distorted geometry, with wB97M-V/def2-TZVPD.

Structure (XYZ):
```
21
Properties=species:S:1:pos:R:3:forces:R:3:mulliken_charge:R:1
O -0.443 -2.527 -0.839 1.2 -1.2 -1.7 -0.578
H -0.845 -2.675 -1.708 0.1 -0.1 0.3 0.314
H -1.049 -2.008 -0.371 -1.2 1.2 1.3 0.274
O -0.685 1.631 2.654 -0.7 -0.1 0.6 -0.610
H -1.498 1.825 2.163 1.0 0.4 0.0 0.264
H 0.114 1.818 2.150 -0.4 0.1 -0.4 0.334
O -1.972 0.306 0.201 0.2 0.8 0.3 -0.573
H -2.400 -0.492 -0.067 -0.6 -0.7 -0.2 0.254
H -2.370 0.540 1.048 0.0 -0.3 -0.1 0.266
O 1.031 -0.838 3.020 -0.6 -0.1 0.5 -0.640
H 1.917 -1.086 3.292 0.1 0.2 -0.6 0.297
H 1.007 -0.380 2.164 0.7 -0.4 0.2 0.390
O 2.496 -0.788 -2.120 -1.2 0.2 -0.7 -0.565
H 2.681 -0.931 -3.054 0.7 -0.1 -0.1 0.304
H 1.526 -0.694 -2.210 0.5 -0.3 0.8 0.286
O -0.395 1.893 -1.933 0.3 -0.3 0.3 -0.583
H -0.271 0.945 -2.102 -0.4 0.6 -0.2 0.256
H -0.770 2.309 -2.713 0.0 -0.3 -0.1 0.285
O 0.824 0.204 0.415 1.2 -0.8 1.3 -0.629
H -0.087 0.385 0.359 -2.2 0.3 -0.1 0.352
H 1.191 0.571 -0.358 1.1 0.7 -1.3 0.301
```
Positions in Å, forces in eV/Å.

As for the frontier orbital gap: 10.0 eV. As for the SMILES: O.O.O.O.O.O.O. As for the total charge: 0. The total energy comes out at -14558.980 eV.

---

(3)
Computed, not measured: C4H5NO in the gas phase at a distorted geometry, with wB97M-V/def2-TZVPD.

Structure (XYZ):
```
11
Properties=species:S:1:pos:R:3:forces:R:3:mulliken_charge:R:1
N -1.027 2.677 -1.169 0.8 -1.1 0.2 -0.378
C -0.348 1.755 -0.999 -0.7 0.8 -0.1 0.239
C 0.492 0.574 -0.751 0.0 -0.1 0.0 -0.438
C 0.060 -0.193 0.498 -0.1 0.3 0.0 -0.220
C -0.333 -2.038 0.641 0.2 0.0 0.2 -0.373
O 0.885 -1.329 0.662 -0.1 -0.1 0.0 -0.270
H 1.537 0.883 -0.630 -0.2 0.0 0.0 0.300
H 0.444 -0.105 -1.611 0.0 0.1 0.1 0.265
H -0.028 0.398 1.416 0.0 -0.2 -0.2 0.406
H -0.700 -1.991 1.709 0.0 0.1 -0.3 0.161
H -0.983 -0.630 0.234 0.0 0.1 0.1 0.307
```
Positions in Å, forces in eV/Å.

As for the frontier orbital gap: 9.4 eV. As for the total charge: 0. The total energy comes out at -7761.515 eV.